No. 1
20
Properties=species:S:1:pos:R:3:mulliken_charge:R:1 method="wB97M-V/def2-TZVPD" smiles=OCn1c(S)nc2ccccc21 e_homo_ev=-8.008 de_lowest_kcal_mol=0.0 homo_lumo_gap_ev=8.4
O 1.32 -2.71 0.90 -0.48
C 1.76 -1.61 0.14 -0.57
N 1.18 -0.34 0.63 0.13
C 1.59 0.69 1.48 0.28
S 2.87 0.52 2.65 -0.31
N 0.93 1.84 1.31 -0.73
C -0.11 1.55 0.55 0.30
C -1.15 2.33 -0.03 -0.68
C -2.08 1.69 -0.81 -0.28
C -2.03 0.35 -1.11 -0.62
C -0.97 -0.44 -0.66 -0.41
C 0.02 0.16 0.11 0.60
H 1.35 -2.52 1.82 0.35
H 2.88 -1.55 0.09 0.32
H 1.42 -1.75 -0.82 0.43
H 2.24 1.63 3.30 0.19
H -1.26 3.33 0.30 0.41
H -2.91 2.29 -1.24 0.32
H -2.79 -0.08 -1.75 0.38
H -1.01 -1.53 -0.64 0.38

=====

No. 2
27
Properties=species:S:1:pos:R:3:mulliken_charge:R:1 method="wB97M-V/def2-TZVPD" total_charge=-1 e_homo_ev=-4.880 de_lowest_kcal_mol=0.0 homo_lumo_gap_ev=6.7
Pt 0.56 0.62 -0.53 0.62
C 0.97 1.00 5.20 -0.86
S -0.51 1.13 4.18 -0.07
C -0.06 0.18 2.76 0.36
S 1.39 -0.59 2.57 -0.37
N -1.12 0.13 1.94 -1.33
N -0.86 -0.18 0.68 0.72
C -1.72 -0.94 0.05 -0.45
C -1.45 -1.22 -1.33 0.72
C -2.22 -2.04 -2.15 -0.93
C -1.82 -2.24 -3.46 -0.10
C -0.67 -1.61 -3.93 -0.71
C 0.04 -0.80 -3.08 -0.05
N -0.34 -0.62 -1.81 -0.14
H 0.75 1.55 6.12 0.32
H 1.82 1.44 4.69 0.29
H 1.19 -0.04 5.43 0.29
H -2.57 -1.36 0.59 0.40
H -3.11 -2.51 -1.75 0.35
H -2.40 -2.88 -4.11 0.40
H -0.33 -1.75 -4.95 0.37
H 0.94 -0.27 -3.37 0.46
O 1.80 4.12 -1.23 -0.65
Se 2.39 2.71 -0.75 1.15
O 1.88 1.45 -1.81 -0.60
O 1.49 2.07 0.56 -0.53
O 3.97 2.66 -0.49 -0.65

=====

No. 3
21
Properties=species:S:1:pos:R:3:mulliken_charge:R:1 method="wB97M-V/def2-TZVPD" e_homo_ev="-10.753 / -8.226" de_lowest_kcal_mol=108.2 homo_lumo_gap_ev="9.6 / 6.9"
C -0.78 3.17 -1.09 0.28
C -2.19 0.23 0.84 0.24
C 0.13 2.21 -0.61 0.54
C 0.88 -1.70 0.56 0.66
C 0.21 0.87 -1.43 -0.57
C -0.97 -0.05 -1.28 -0.86
C -1.14 -0.44 0.18 0.08
C 1.96 -2.03 1.56 -1.13
N -1.46 3.97 -1.52 -0.41
N -3.10 0.77 1.32 -0.47
N 0.77 2.54 0.39 -0.55
N -0.28 -1.08 1.02 -0.13
O 1.04 -1.78 -0.68 -0.61
H 0.34 1.09 -2.41 0.53
H 1.03 0.40 -0.90 0.30
H -1.98 0.38 -1.56 0.43
H -0.73 -0.92 -1.81 0.43
H 1.75 -3.07 1.77 0.37
H 2.85 -2.02 0.97 0.30
H 2.02 -1.75 2.69 0.31
H -0.34 -0.81 2.00 0.28

=====

No. 4
24
Properties=species:S:1:pos:R:3:mulliken_charge:R:1 method="wB97M-V/def2-TZVPD" smiles="O=c1cc[nH]c(=O)[nH]1.O=c1cc[nH]c(=O)[nH]1" e_homo_ev=-9.635 de_lowest_kcal_mol=119.0 homo_lumo_gap_ev=9.4
O -1.47 -2.54 -0.40 -0.69
C -1.82 -1.37 -0.43 0.74
C -1.93 -0.35 -1.46 -0.39
C -2.14 0.96 -1.05 -0.04
N -2.82 1.27 0.30 -0.26
C -2.20 0.47 1.25 0.26
O -2.20 0.77 2.38 -0.52
N -1.86 -0.89 0.75 -0.06
H -1.51 -0.37 -2.63 0.24
H -2.00 1.80 -1.94 0.25
H -2.74 2.22 0.70 0.33
H -1.71 -1.43 1.51 0.15
O 1.63 2.68 0.10 -0.66
C 1.94 1.40 0.11 0.45
C 2.18 0.68 -1.08 -0.36
C 2.39 -0.70 -1.10 -0.12
N 2.39 -1.38 0.13 -0.10
C 1.94 -0.84 1.28 0.28
O 1.50 -1.50 2.15 -0.53
N 2.17 0.60 1.27 -0.19
H 1.95 1.31 -2.00 0.33
H 2.20 -1.42 -2.09 0.26
H 2.54 -2.45 0.22 0.30
H 1.58 1.07 2.01 0.33

=====

No. 5
24
Properties=species:S:1:pos:R:3:mulliken_charge:R:1 method="wB97M-V/def2-TZVPD" smiles="O=c1cc[nH]c(=O)[nH]1.O=c1cc[nH]c(=O)[nH]1" e_homo_ev=-9.454 de_lowest_kcal_mol=60.4 homo_lumo_gap_ev=9.5
O 4.85 1.85 -0.37 -0.54
C 3.67 2.04 -0.42 0.36
C 2.82 1.62 -1.45 -0.33
C 1.60 2.04 -1.83 -0.23
N 1.09 3.06 -1.05 -0.14
C 1.68 3.46 0.17 0.25
O 1.14 4.32 0.79 -0.52
N 2.96 2.85 0.60 -0.10
H 3.30 0.77 -2.03 0.26
H 1.03 1.58 -2.52 0.48
H 0.07 3.02 -1.15 0.28
H 3.16 3.03 1.57 0.23
O -1.47 -0.93 2.66 -0.58
C -1.70 -1.67 1.72 0.49
C -1.23 -3.06 1.46 -0.56
C -1.95 -3.77 0.53 -0.16
N -3.01 -3.29 -0.21 -0.07
C -3.24 -1.98 -0.27 0.38
O -4.09 -1.42 -0.98 -0.64
N -2.51 -1.26 0.63 -0.11
H -0.43 -3.29 2.12 0.40
H -1.70 -4.77 0.22 0.36
H -3.35 -3.94 -0.88 0.25
H -2.68 -0.24 0.68 0.24

=====

No. 6
20
Properties=species:S:1:pos:R:3:mulliken_charge:R:1 method="wB97M-V/def2-TZVPD" total_charge=-1 smiles="O=C1C[C@H]2C[C@H]3C[C@@]3(C(=O)[O-])N12" e_homo_ev=-4.351 de_lowest_kcal_mol=17.6 homo_lumo_gap_ev=7.8
O 1.36 -2.48 1.11 -0.64
C 1.27 -1.34 0.82 0.32
C 2.30 -0.27 0.57 -0.78
C 1.08 0.69 0.48 0.17
C 0.59 1.26 -0.80 -0.85
C -1.00 0.88 -0.80 -0.21
C -1.34 -0.46 -1.33 -0.99
C -1.20 -0.28 0.17 0.47
C -2.36 -0.38 1.19 0.38
O -3.47 -0.01 0.78 -0.77
O -2.08 -0.89 2.26 -0.69
N 0.25 -0.40 0.81 0.19
H 3.13 -0.11 1.21 0.35
H 2.74 -0.52 -0.42 0.20
H 1.43 1.37 1.24 0.34
H 0.93 0.53 -1.69 0.17
H 0.86 2.30 -1.01 0.39
H -1.74 1.62 -0.78 0.42
H -2.26 -0.61 -1.84 0.35
H -0.50 -0.92 -1.97 0.19

=====

No. 7
19
Properties=species:S:1:pos:R:3:mulliken_charge:R:1 method="wB97M-V/def2-TZVPD" smiles="CC(=O)c1cc(O)ccc1O" e_homo_ev=-8.588 de_lowest_kcal_mol=32.2 homo_lumo_gap_ev=8.9
C -2.87 -0.42 0.16 -1.05
C -1.55 -1.13 -0.03 0.70
O -1.40 -2.35 -0.26 -0.62
C -0.24 -0.31 -0.07 -0.14
C 0.96 -1.04 -0.11 -0.38
C 2.18 -0.51 0.00 0.52
O 3.29 -1.36 0.15 -0.57
C 2.25 0.88 -0.09 -0.51
C 1.11 1.65 -0.16 -0.82
C -0.13 1.09 -0.01 0.82
O -1.28 1.82 -0.05 -0.51
H -2.71 0.29 1.09 0.29
H -3.72 -1.11 0.34 0.33
H -3.08 0.11 -0.76 0.27
H 0.89 -2.13 -0.09 0.31
H 3.05 -2.33 0.13 0.32
H 3.16 1.40 -0.18 0.43
H 1.18 2.71 -0.27 0.32
H -1.10 2.75 0.21 0.31

=====

No. 8
18
Properties=species:S:1:pos:R:3:mulliken_charge:R:1 method="wB97M-V/def2-TZVPD" smiles="CSc1ccc(C=O)cc1" e_homo_ev=-8.868 de_lowest_kcal_mol=40.6 homo_lumo_gap_ev=8.4
C -2.25 -2.42 0.12 -0.74
S -2.36 -0.94 1.07 -0.07
C -0.90 -0.08 0.44 0.22
C 0.03 0.29 1.48 -0.79
C 1.21 1.01 1.07 -0.67
C 1.50 1.23 -0.27 0.44
C 2.65 1.83 -0.69 -0.21
O 3.55 2.21 0.09 -0.56
C 0.51 0.74 -1.22 -0.78
C -0.68 0.14 -0.80 -0.26
H -1.36 -3.13 0.40 0.28
H -3.22 -3.06 0.65 0.24
H -2.37 -2.32 -0.99 0.29
H -0.14 0.20 2.42 0.65
H 1.85 1.22 1.74 0.67
H 2.68 2.06 -1.65 0.46
H 0.72 0.93 -2.13 0.61
H -1.43 0.09 -1.71 0.23

=====

No. 9
20
Properties=species:S:1:pos:R:3:mulliken_charge:R:1 method="wB97M-V/def2-TZVPD" e_homo_ev="-7.884 / -7.721" de_lowest_kcal_mol=45.4 homo_lumo_gap_ev="6.9 / 6.9"
C 2.98 1.06 0.09 -0.50
C 2.44 0.51 -1.06 -0.27
C 2.48 0.57 1.29 -0.24
C 1.52 -0.50 -1.05 -0.43
C 1.58 -0.52 1.32 -0.42
C 1.08 -1.06 0.17 0.22
C -4.31 0.15 -0.60 -0.39
C -2.13 -0.62 0.33 0.03
P -3.45 -1.33 -0.53 -0.01
P -1.70 0.93 0.68 -0.04
P -3.82 1.49 0.54 -0.11
P -0.02 -2.44 0.31 0.08
H 3.66 2.02 0.15 0.24
H 2.77 0.76 -2.10 0.28
H 2.73 0.98 2.31 0.29
H 1.40 -0.87 -2.01 0.38
H 1.23 -0.94 2.20 0.45
H -5.30 0.00 -0.89 0.38
H -3.40 2.62 -0.24 0.07
H 0.27 -2.82 -0.94 0.00

=====

No. 10
17
Properties=species:S:1:pos:R:3:mulliken_charge:R:1 method="wB97M-V/def2-TZVPD" smiles="C=C/C=C/c1cccs1" e_homo_ev=-7.780 de_lowest_kcal_mol=22.8 homo_lumo_gap_ev=7.7
C 2.79 -1.18 1.29 -0.72
C 1.76 -1.63 0.57 -0.31
C 0.66 -0.67 0.16 -0.12
C 0.29 0.66 0.46 -0.15
C -0.99 1.12 0.01 0.60
C -1.73 0.64 -1.06 -0.49
C -2.82 1.47 -1.32 -0.26
C -2.98 2.51 -0.50 -0.57
S -1.65 2.55 0.68 -0.15
H 2.78 -0.13 1.48 0.24
H 3.60 -1.95 1.41 0.25
H 1.61 -2.60 0.24 0.37
H -0.21 -1.14 -0.34 0.15
H 0.84 1.32 1.23 0.20
H -1.32 -0.20 -1.75 0.23
H -3.54 1.34 -2.23 0.25
H -3.55 3.36 -0.62 0.47

=====

No. 11
17
Properties=species:S:1:pos:R:3:mulliken_charge:R:1 method="wB97M-V/def2-TZVPD" e_homo_ev="-8.730 / -7.269" de_lowest_kcal_mol=119.2 homo_lumo_gap_ev="8.1 / 7.3"
C 2.49 -0.05 -0.76 -0.15
C 2.16 1.06 -0.20 -0.46
C 2.04 -1.32 -0.36 -0.80
C 1.18 1.11 0.78 0.00
C 1.02 -1.30 0.60 0.15
C 0.62 -0.15 1.13 -0.55
C -2.71 1.25 0.00 -0.30
C -2.17 0.36 0.74 -0.11
Si -3.42 -0.69 -0.09 0.20
H 2.98 0.04 -1.71 0.29
H 2.58 2.03 -0.57 0.29
H 2.25 -2.13 -0.88 0.51
H 0.94 2.05 1.35 0.36
H 0.55 -2.23 1.02 0.35
H -2.58 2.26 -0.51 0.31
H -4.70 -0.66 0.65 -0.05
H -3.21 -1.64 -1.20 -0.04

=====

No. 12
27
Properties=species:S:1:pos:R:3:mulliken_charge:R:1 method="wB97M-V/def2-TZVPD" total_charge=+1 e_homo_ev=-11.586 homo_lumo_gap_ev=5.5
N 1.99 -2.43 0.68 -0.24
C 1.53 -3.39 0.22 0.46
O 1.01 -4.50 -0.24 -0.29
S -0.51 -4.86 0.24 0.37
C -1.56 -3.81 -0.74 -0.60
B -1.87 -2.30 -0.19 0.36
O -3.00 -2.07 0.54 -0.43
O -1.08 -1.26 -0.50 -0.38
H -0.52 -4.22 1.42 0.30
H -1.02 -3.76 -1.69 0.35
H -2.46 -4.41 -0.90 0.46
H -3.15 -2.63 1.31 0.31
H -0.40 -1.41 -1.17 0.28
C 0.50 3.00 1.50 -0.92
C 0.73 1.82 0.92 0.34
C 1.04 1.69 -0.56 1.19
O 1.23 0.56 -0.98 -0.65
C 1.07 2.88 -1.36 -1.16
C 0.84 4.07 -0.78 0.36
C 0.55 4.20 0.69 1.05
O 0.36 5.32 1.12 -0.60
O 0.85 5.22 -1.43 -0.56
O 0.72 0.66 1.56 -0.58
H 0.28 3.10 2.55 0.44
H 1.29 2.78 -2.42 0.43
H 0.66 5.92 -0.78 0.38
H 0.97 -0.02 0.90 0.32

=====

Computed max |F| (eV Å⁻¹) in order:
4.9 0.1 4.8 10.3 6.1 4.0 3.0 9.3 3.2 4.4 6.4 0.7